(1)
Below is C4H8Cl8O8P2Y2 as an isolated structure, with properties calculated with the ωB97M-V functional and the def2-TZVPD basis.

Output
- E_LUMO: -3.52 eV
- Gap between HOMO and LUMO: 4.1 eV
- Total energy: -141484.0117 eV

Last column: Löwdin charge in e.
Positions of all 32 atoms, in Å:
Y -3.868 -0.908 -3.223  1.16
Y -3.970 3.479 1.028  1.25
P -6.716 3.898 -2.405  0.00
O -7.249 5.022 -3.318  -0.17
O -6.974 3.827 -0.879  -0.35
O -5.421 4.746 -2.122  -0.15
O -6.135 2.637 -3.117  -0.45
P -2.048 -0.135 0.360  0.01
O -1.605 1.074 1.216  -0.41
O -1.494 -1.013 -0.745  -0.41
O -2.220 0.930 -0.739  -0.24
O -3.547 -0.029 0.225  -0.25
C 1.283 -6.814 0.500  -1.03
Cl 1.866 -6.766 -1.209  0.46
Cl 2.578 -6.418 1.594  0.52
H 0.542 -6.018 0.573  0.02
H 0.845 -7.771 0.785  0.03
C 4.305 -1.572 -2.060  -1.06
Cl 4.593 -0.941 -0.440  0.51
Cl 4.666 -0.500 -3.408  0.51
H 4.949 -2.447 -2.147  0.02
H 3.278 -1.897 -2.226  0.03
C 2.348 -0.888 5.481  -1.06
Cl 1.833 -2.330 6.267  0.52
Cl 2.604 0.391 6.712  0.48
H 3.219 -1.168 4.889  0.03
H 1.592 -0.620 4.743  0.03
C 2.167 4.298 -1.362  -1.00
Cl 0.781 5.313 -0.732  0.41
Cl 3.665 5.084 -0.948  0.52
H 2.028 3.347 -0.849  0.02
H 2.106 4.187 -2.445  0.03

(2)
Below is C4H5NO2 as an isolated structure, with properties calculated with the ωB97M-V functional and the def2-TZVPD basis.

Output
- E_LUMO: 0.38 eV
- Gap between HOMO and LUMO: 10.0 eV
- Total energy: -9808.8679 eV

Last column: Löwdin charge in e.
Positions of all 12 atoms, in Å:
C -0.466 -2.122 -0.462  -0.07
O -0.201 -0.875 -1.102  -0.06
C -0.011 0.161 -0.287  -0.42
N -0.087 0.049 1.010  0.14
O 0.121 1.310 1.526  -0.05
C 0.327 2.144 0.457  -0.24
C 0.218 1.525 -0.806  0.09
H 0.370 -2.403 0.188  0.09
H -1.378 -2.065 0.142  0.09
H -0.588 -2.851 -1.264  0.09
H 0.300 3.202 0.698  0.14
H 1.395 1.926 -0.100  0.18

(3)
Below is a 7-piece molecular cluster, C37H51F18N5O15 overall, with properties calculated with the ωB97M-V functional and the def2-TZVPD basis.

Output
- E_LUMO: -0.87 eV
- SMILES string: CCN[C@@](C#N)(CCCO)[C@](C#N)(CON=O)N=C(C)C.CCOC(=O)C(F)(F)F.CCOC(=O)C(F)(F)F.CCOC(=O)C(F)(F)F.CCOC(=O)C(F)(F)F.CCOC(=O)C(F)(F)F.CCOC(=O)C(F)(F)F
- Gap between HOMO and LUMO: 8.8 eV
- Total energy: -126260.6894 eV

Last column: Löwdin charge in e.
Positions of all 126 atoms, in Å:
C 6.246 -1.199 -1.952  -0.12
C 5.278 -0.002 -2.610  -0.28
N 3.906 -0.606 -2.717  -0.06
C 3.042 0.067 -3.798  -0.32
C 3.408 1.696 -3.634  -0.10
N 3.817 2.943 -3.538  0.12
C 3.628 -0.374 -5.223  -0.14
C 2.680 -1.003 -6.363  -0.16
C 2.457 -2.658 -6.257  -0.23
O 2.914 -3.225 -4.979  -0.17
C 1.441 -0.033 -3.508  -0.29
C 0.763 1.152 -4.487  -0.08
N 0.262 2.010 -5.345  0.12
C 1.105 0.568 -1.983  -0.06
O 0.661 2.003 -2.040  -0.19
N -0.469 2.173 -1.331  -0.02
O -1.423 1.974 -2.070  0.04
N 0.737 -1.286 -3.869  0.09
C 0.623 -2.243 -2.928  -0.28
C 1.711 -2.783 -1.837  -0.06
C -0.853 -3.037 -2.889  -0.06
H 6.465 -2.057 -2.752  0.09
H 7.268 -0.660 -1.708  0.08
H 5.815 -1.635 -0.955  0.08
H 5.801 0.279 -3.618  0.12
H 5.363 0.893 -1.823  0.14
H 3.999 -1.637 -2.963  0.10
H 4.193 0.556 -5.719  0.14
H 4.508 -1.160 -5.029  0.14
H 3.232 -0.856 -7.412  0.12
H 1.614 -0.552 -6.500  0.10
H 1.282 -2.860 -6.308  0.12
H 2.904 -3.212 -7.215  0.13
H 2.191 -3.818 -4.616  0.09
H 0.223 0.024 -1.445  0.14
H 2.034 0.561 -1.273  0.14
H 1.187 -3.516 -1.059  0.10
H 2.146 -1.891 -1.175  0.09
H 2.590 -3.378 -2.329  0.09
H -1.616 -2.595 -3.659  0.09
H -0.611 -4.142 -3.270  0.09
H -1.271 -3.154 -1.800  0.09
C -7.131 -2.955 -2.129  -0.08
C -6.419 -3.105 -3.462  -0.20
O -5.194 -3.840 -3.311  0.01
C -5.324 -5.195 -3.154  -0.32
O -6.406 -5.781 -3.137  0.15
C -3.958 -5.866 -3.038  -0.47
F -3.145 -5.251 -2.132  0.13
F -3.282 -5.860 -4.222  0.14
F -4.036 -7.170 -2.651  0.14
H -6.467 -2.496 -1.389  0.09
H -8.028 -2.339 -2.235  0.08
H -7.430 -3.927 -1.723  0.06
H -6.150 -2.113 -3.841  0.13
H -7.061 -3.574 -4.217  0.13
C -0.142 4.739 3.118  -0.05
C 0.306 3.493 2.373  -0.21
O 1.083 2.635 3.224  0.01
C 0.377 1.909 4.147  -0.33
O -0.846 1.962 4.270  0.14
C 1.306 1.015 4.965  -0.47
F 2.385 1.688 5.456  0.14
F 1.804 -0.018 4.228  0.14
F 0.690 0.452 6.042  0.13
H 0.721 5.260 3.545  0.09
H -0.676 5.419 2.450  0.06
H -0.805 4.489 3.953  0.08
H 0.954 3.784 1.538  0.13
H -0.543 2.946 1.945  0.12
C -12.870 -1.699 0.524  -0.07
C -12.118 -2.817 1.225  -0.21
O -11.712 -3.830 0.289  0.01
C -10.641 -3.518 -0.504  -0.32
O -10.037 -2.447 -0.451  0.14
C -10.287 -4.681 -1.428  -0.46
F -11.373 -5.179 -2.086  0.15
F -9.740 -5.728 -0.748  0.15
F -9.385 -4.341 -2.392  0.12
H -13.720 -2.102 -0.036  0.08
H -13.234 -0.965 1.246  0.08
H -12.233 -1.181 -0.200  0.08
H -12.781 -3.301 1.950  0.13
H -11.253 -2.440 1.783  0.13
C 2.065 2.507 8.403  -0.07
C 1.615 3.133 9.711  -0.20
O 2.740 3.600 10.472  0.01
C 3.316 4.764 10.038  -0.32
O 2.924 5.399 9.060  0.14
C 4.475 5.172 10.944  -0.47
F 5.343 4.147 11.182  0.14
F 4.046 5.600 12.165  0.14
F 5.223 6.188 10.427  0.14
H 2.790 1.709 8.590  0.09
H 1.213 2.095 7.857  0.07
H 2.561 3.240 7.758  0.08
H 1.110 2.375 10.320  0.13
H 0.895 3.945 9.549  0.13
C 11.721 -1.707 -1.013  -0.06
C 11.455 -3.148 -0.617  -0.21
O 10.754 -3.218 0.636  0.01
C 9.419 -2.915 0.592  -0.32
O 8.822 -2.598 -0.436  0.13
C 8.781 -3.056 1.971  -0.47
F 9.490 -2.419 2.947  0.14
F 8.683 -4.359 2.361  0.14
F 7.518 -2.546 2.028  0.14
H 12.257 -1.183 -0.215  0.09
H 12.312 -1.659 -1.930  0.08
H 10.788 -1.158 -1.177  0.07
H 12.410 -3.667 -0.475  0.13
H 10.908 -3.692 -1.396  0.13
C -3.645 4.192 -0.924  -0.06
C -3.332 5.553 -1.522  -0.20
O -4.018 6.597 -0.813  0.01
C -3.493 6.939 0.405  -0.32
O -2.498 6.408 0.895  0.13
C -4.287 8.077 1.042  -0.47
F -5.632 7.852 1.030  0.14
F -4.094 9.262 0.395  0.14
F -3.952 8.296 2.344  0.14
H -4.726 4.025 -0.898  0.09
H -3.174 3.396 -1.505  0.05
H -3.289 4.118 0.109  0.07
H -3.689 5.584 -2.558  0.13
H -2.253 5.749 -1.549  0.13

(4)
Below is a 9-piece molecular cluster, C24H70N4O13 overall, with properties calculated with the ωB97M-V functional and the def2-TZVPD basis.

Output
- E_LUMO: 0.58 eV
- SMILES string: COCCNCCOC.COCCNCCOC.COCCNCCOC.COCCNCCOC.O.O.O.O.O
- Gap between HOMO and LUMO: 9.0 eV
- Total energy: -58593.6454 eV

Last column: Löwdin charge in e.
Positions of all 111 atoms, in Å:
C -2.855 0.649 4.342  -0.12
O -2.768 1.421 3.168  -0.19
C -2.993 0.661 1.944  -0.18
C -2.462 1.582 0.865  -0.19
N -3.385 2.746 0.722  -0.04
C -2.923 3.837 -0.097  -0.22
C -3.987 4.954 -0.125  -0.20
O -3.584 6.018 -1.042  -0.20
C -4.483 7.110 -1.201  -0.12
H -2.212 -0.217 4.502  0.06
H -3.864 0.242 4.410  0.08
H -2.843 1.232 5.262  0.09
H -4.068 0.499 1.877  0.12
H -2.612 -0.354 1.831  0.12
H -2.380 1.052 -0.084  0.11
H -1.436 1.794 1.165  0.09
H -3.748 3.064 1.610  0.10
H -2.590 3.660 -1.120  0.12
H -2.059 4.328 0.349  0.09
H -4.307 5.189 0.889  0.12
H -4.934 4.613 -0.543  0.11
H -5.536 6.834 -1.148  0.08
H -4.161 7.769 -2.007  0.09
H -4.399 7.797 -0.359  0.07
C -0.064 3.961 2.897  -0.08
O 1.240 4.396 2.566  -0.19
C 1.556 4.497 1.241  -0.26
C 1.654 3.201 0.433  -0.18
N 2.815 2.392 0.868  -0.08
C 2.851 1.046 0.324  -0.18
C 4.119 0.220 0.753  -0.18
O 3.774 -0.409 1.981  -0.21
C 4.784 -1.334 2.470  -0.09
H 0.072 2.946 3.272  0.08
H -0.694 4.043 2.011  0.06
H -0.492 4.536 3.718  0.09
H 2.491 5.055 1.207  0.13
H 0.742 5.094 0.829  0.12
H 1.663 3.318 -0.651  0.12
H 0.717 2.684 0.639  0.09
H 2.780 2.230 1.865  0.10
H 2.854 1.173 -0.758  0.11
H 1.945 0.677 0.803  0.10
H 5.019 0.823 0.878  0.12
H 4.386 -0.494 -0.025  0.12
H 4.624 -1.750 3.465  0.08
H 5.790 -0.953 2.644  0.08
H 4.922 -2.214 1.842  0.09
C -1.906 -1.516 -3.264  -0.12
O -0.875 -1.334 -4.196  -0.19
C -1.066 -0.040 -4.732  -0.24
C -0.065 0.197 -5.837  -0.17
N 1.254 0.654 -5.293  -0.06
C 1.985 1.547 -6.203  -0.19
C 2.546 0.897 -7.567  -0.19
O 1.491 0.485 -8.456  -0.22
C 1.864 -0.355 -9.532  -0.11
H -2.890 -1.411 -3.721  0.10
H -1.892 -0.871 -2.386  0.08
H -1.808 -2.494 -2.792  0.10
H -0.969 0.754 -3.992  0.13
H -2.106 -0.053 -5.059  0.12
H -0.357 1.168 -6.238  0.12
H -0.068 -0.620 -6.559  0.12
H 1.867 -0.066 -4.939  0.10
H 2.869 1.861 -5.648  0.11
H 1.456 2.465 -6.462  0.11
H 3.189 0.099 -7.195  0.11
H 3.204 1.613 -8.060  0.11
H 2.252 -1.284 -9.113  0.09
H 2.431 0.181 -10.293  0.08
H 0.963 -0.513 -10.126  0.08
C 0.841 -6.790 0.231  -0.05
O 0.695 -5.723 1.231  -0.24
C 0.251 -6.034 2.532  -0.23
C 0.615 -4.853 3.382  -0.18
N -0.301 -3.684 3.268  -0.03
C -1.078 -3.386 4.462  -0.19
C -0.315 -2.522 5.489  -0.18
O -0.061 -1.202 4.980  -0.25
C 0.748 -0.465 5.787  -0.13
H 0.074 -7.552 0.370  0.08
H 1.809 -7.285 0.316  0.08
H 0.834 -6.216 -0.696  0.09
H 0.868 -6.897 2.779  0.12
H -0.825 -6.206 2.512  0.12
H 1.597 -4.526 3.039  0.12
H 0.698 -5.058 4.450  0.11
H 0.120 -2.857 2.870  0.04
H -1.498 -4.282 4.918  0.12
H -1.986 -2.787 4.395  0.11
H 0.635 -3.013 5.699  0.12
H -0.884 -2.413 6.413  0.12
H 0.768 0.577 5.470  0.10
H 1.792 -0.753 5.912  0.10
H 0.250 -0.491 6.757  0.09
O -2.690 -3.255 -0.285  -0.07
H -1.946 -2.651 -0.290  -0.04
H -2.494 -3.871 0.421  0.02
O 0.651 -1.257 2.453  -0.04
H 0.438 -1.019 3.355  0.02
H 1.539 -0.925 2.320  0.04
O 1.051 -0.923 -2.175  -0.03
H 0.316 -1.048 -2.776  0.00
H 1.678 -0.396 -2.670  0.03
O 1.812 -3.134 -0.287  -0.06
H 0.972 -2.681 -0.366  -0.02
H 1.731 -3.650 0.515  0.00
O -0.594 -1.530 0.020  -0.06
H -0.196 -0.847 -0.519  0.03
H -0.246 -1.377 0.899  0.00

(5)
Below is a 8-piece molecular cluster, C41H70N3O23 overall, with properties calculated with the ωB97M-V functional and the def2-TZVPD basis.

Output
- E_LUMO: -3.82 eV
- Gap between HOMO and LUMO: 8.3 eV
- Total energy: -95206.6288 eV
- Total charge: +1

Last column: Löwdin charge in e.
Positions of all 137 atoms, in Å:
C -0.627 1.014 -5.244  -0.08
C -0.912 0.330 -3.826  -0.17
C -1.472 1.505 -2.923  -0.22
O -2.234 1.029 -1.803  -0.10
C -2.333 2.083 -0.858  -0.30
C -3.233 3.271 -1.440  -0.07
N -4.225 3.552 -0.365  0.06
C -3.457 3.122 0.785  -0.22
N -3.240 3.823 1.855  0.11
O -2.495 3.355 2.884  -0.05
C -3.419 3.191 4.039  -0.11
C -2.929 4.057 5.264  -0.30
C -3.965 3.731 6.432  -0.05
C -1.484 3.636 5.719  -0.16
C -0.474 4.808 5.979  -0.38
C 0.979 4.186 5.764  -0.09
C -0.579 6.021 4.992  -0.09
N -3.034 1.816 0.426  0.17
H -1.442 0.777 -5.965  0.07
H -0.626 2.133 -5.145  0.08
H 0.377 0.752 -5.646  0.07
H 0.055 -0.066 -3.455  0.10
H -1.696 -0.443 -3.975  0.09
H -0.575 2.066 -2.548  0.14
H -2.077 2.139 -3.626  0.11
H -1.290 2.341 -0.554  0.16
H -2.468 4.088 -1.516  0.14
H -3.705 3.126 -2.430  0.13
H -5.074 3.004 -0.482  0.14
H -3.645 4.764 1.872  0.21
H -3.582 2.121 4.297  0.13
H -4.394 3.645 3.727  0.13
H -3.066 5.132 5.021  0.13
H -3.669 2.832 7.013  0.08
H -4.155 4.619 7.073  0.09
H -4.927 3.459 5.916  0.08
H -1.605 3.097 6.696  0.11
H -1.005 2.878 5.042  0.11
H -0.505 5.105 7.056  0.14
H 1.080 4.078 4.648  0.08
H 1.784 4.902 6.057  0.09
H 1.077 3.202 6.270  0.08
H 0.414 6.539 5.000  0.08
H -1.330 6.777 5.314  0.08
H -0.761 5.676 3.947  0.08
H -2.554 1.255 1.127  0.15
C 3.025 -3.924 -4.468  -0.02
C 3.548 -2.762 -5.279  -0.31
C 3.683 -1.494 -4.486  -0.11
O 3.507 -0.488 -5.487  0.06
C 2.734 -1.034 -6.462  -0.57
O 2.225 -0.414 -7.343  0.15
O 2.613 -2.374 -6.298  0.09
H 2.956 -4.817 -5.092  0.10
H 3.667 -4.143 -3.617  0.07
H 2.019 -3.720 -4.105  0.08
H 4.489 -3.034 -5.768  0.16
H 4.657 -1.400 -4.012  0.13
H 2.905 -1.370 -3.728  0.14
C -2.041 -0.463 5.687  -0.02
C -0.622 -0.939 5.484  -0.34
C 0.032 -1.448 6.739  -0.09
O 1.411 -1.176 6.495  0.08
C 1.462 -0.117 5.649  -0.53
O 2.447 0.498 5.401  0.16
O 0.234 0.151 5.124  0.07
H -2.465 -0.117 4.742  0.07
H -2.674 -1.257 6.084  0.10
H -2.066 0.388 6.372  0.08
H -0.581 -1.684 4.683  0.16
H -0.131 -2.514 6.893  0.15
H -0.275 -0.907 7.639  0.14
C 0.990 -6.157 1.193  -0.02
C 1.617 -5.253 0.156  -0.33
C 0.784 -5.086 -1.084  -0.09
O 1.774 -4.832 -2.084  0.03
C 2.922 -5.437 -1.663  -0.53
O 3.892 -5.605 -2.341  0.14
O 2.819 -5.830 -0.369  0.10
H 1.634 -6.229 2.072  0.09
H 0.013 -5.782 1.504  0.09
H 0.873 -7.171 0.807  0.10
H 1.872 -4.285 0.601  0.16
H 0.088 -4.251 -1.011  0.14
H 0.231 -5.988 -1.362  0.13
C 7.376 2.038 -1.012  -0.01
C 6.628 0.773 -1.360  -0.32
C 5.528 0.974 -2.365  -0.09
O 4.600 -0.059 -2.011  0.03
C 4.780 -0.311 -0.688  -0.56
O 4.039 -0.962 -0.023  0.16
O 5.905 0.284 -0.224  0.08
H 8.161 1.825 -0.285  0.10
H 7.833 2.495 -1.891  0.10
H 6.704 2.760 -0.547  0.07
H 7.325 -0.008 -1.680  0.16
H 5.871 0.855 -3.393  0.14
H 5.023 1.939 -2.268  0.14
C 4.228 2.131 3.897  -0.03
C 4.626 3.294 3.019  -0.33
C 5.498 2.899 1.865  -0.12
O 6.256 4.086 1.627  0.05
C 6.327 4.748 2.814  -0.55
O 7.047 5.668 3.028  0.17
O 5.466 4.216 3.724  0.09
H 3.586 2.471 4.708  0.06
H 3.695 1.369 3.328  0.09
H 5.105 1.677 4.363  0.10
H 3.736 3.837 2.681  0.16
H 4.918 2.625 0.984  0.13
H 6.187 2.084 2.103  0.15
C -4.213 -4.435 -3.158  -0.02
C -3.347 -5.668 -3.278  -0.32
C -4.123 -6.948 -3.415  -0.09
O -3.232 -7.906 -2.839  0.08
C -2.468 -7.242 -1.939  -0.56
O -1.761 -7.764 -1.136  0.16
O -2.612 -5.897 -2.068  0.07
H -3.590 -3.543 -3.073  0.08
H -4.861 -4.328 -4.015  0.08
H -4.826 -4.476 -2.254  0.10
H -2.629 -5.546 -4.095  0.16
H -4.340 -7.197 -4.454  0.14
H -5.057 -6.953 -2.846  0.14
C -4.891 0.978 -5.673  -0.01
C -5.058 -0.255 -4.814  -0.34
C -4.436 -1.493 -5.400  -0.09
O -5.251 -2.532 -4.856  0.00
C -6.475 -1.987 -4.618  -0.54
O -7.448 -2.614 -4.356  0.18
O -6.436 -0.632 -4.721  0.09
H -5.352 1.842 -5.190  0.09
H -3.836 1.197 -5.849  0.07
H -5.393 0.854 -6.635  0.10
H -4.689 -0.064 -3.800  0.15
H -3.395 -1.621 -5.099  0.13
H -4.498 -1.537 -6.491  0.15